C21H28N4O6S | ωB97M-V with the def2-TZVPD basis set

Geometry (Å):
C 4.72 0.45 3.97
C 1.15 -5.14 0.02
C -3.28 0.47 -0.54
C 0.54 -3.76 -0.22
C -0.89 0.79 -0.51
C -3.67 2.92 -1.93
O -2.98 -3.45 1.19
H 5.36 1.07 5.89
C -3.40 4.21 -2.71
O 4.77 -0.49 3.02
H 0.89 -5.83 -0.78
H 1.17 4.51 0.39
H -2.18 -5.18 -3.01
H -0.48 -5.28 -2.55
C 2.35 3.04 1.43
C 5.40 0.18 5.27
C -1.49 -5.16 -2.17
H 0.86 -3.11 0.60
H 0.88 -3.34 -1.17
H 2.09 3.40 -0.69
H -0.52 2.55 -2.54
C 0.38 1.54 -0.54
C -0.76 -0.48 0.03
N 2.89 1.81 1.27
H 4.90 -0.64 5.78
O -0.79 -2.82 2.13
C -1.31 3.21 -2.19
H -3.33 5.06 -2.03
H -3.98 -1.38 0.27
N -0.91 -3.80 -0.18
H -2.68 -3.69 -1.15
C 4.00 1.52 3.52
O 2.51 3.75 2.40
H -2.14 3.26 -4.18
H -4.16 2.18 -2.57
H 0.23 -0.84 0.29
C -3.13 -0.77 0.02
H 2.72 1.30 0.40
H -1.72 -5.98 -1.50
N 4.10 -0.07 1.92
H -1.33 -3.00 -2.08
H 6.43 -0.10 5.09
H 2.24 -5.05 0.06
O 0.30 2.71 0.11
C 3.63 1.13 2.21
N -2.35 2.45 -1.53
C -2.03 3.92 -3.33
C -1.64 -3.83 -1.42
H 0.79 -5.54 0.96
S -1.66 -2.90 1.00
H -4.17 4.41 -3.44
C -1.86 -1.26 0.29
H -0.88 3.95 -1.50
C 1.50 3.48 0.23
O 1.41 1.11 -1.01
H 3.77 2.44 4.01
C -2.17 1.29 -0.87
H -4.28 0.83 -0.74
H -4.30 3.10 -1.05
H -1.51 4.83 -3.65

Output
Structure (SMILES): CCN(CC)S(=O)(=O)c1ccc(N2CCCC2)c(C(=O)OCC(=O)Nc2cc(C)on2)c1
Net charge: 0
Spin multiplicity: 1
Relative energy (zero: lowest compared OMol25 entry of this formula, charge and spin), eV: 0.3050
HOMO, eV: -8.303
LUMO level, eV: 0.45